A) Entry from the Open Molecules 2025 dataset: a structure of composition C11H10N2 (ωB97M-V with the def2-TZVPD basis set).

```
23
Properties=species:S:1:pos:R:3
C -1.575 0.740 0.128
C -0.886 2.001 -0.098
C 0.452 2.086 -0.066
C 1.177 0.762 -0.105
C 2.703 0.885 -0.224
C 2.894 -1.386 0.300
C 1.466 -1.517 0.313
C 0.492 -0.455 -0.073
C -0.892 -0.491 -0.060
C -1.763 -1.809 -0.058
C -3.286 -1.584 -0.496
H -3.224 2.115 0.346
H -3.351 0.328 1.656
H -1.688 2.838 -0.352
H 0.819 3.045 -0.313
H 3.119 1.769 -0.152
H 3.377 -2.470 0.342
H 1.020 -2.573 0.438
H -1.052 -2.905 -0.033
H -3.640 -0.327 -0.746
H -3.959 -2.507 -0.888
N -2.988 0.859 0.493
N 3.542 -0.102 -0.160
```

Results
Gap between HOMO and LUMO   0.2813 hartree


B) Entry from the Open Molecules 2025 dataset: the molecule C11H10N2 (ωB97M-V with the def2-TZVPD basis set).

```
23
Properties=species:S:1:pos:R:3
C -1.989 -1.788 -0.184
C -2.957 -0.813 -0.042
C -0.609 -1.526 -0.184
C -2.560 0.517 -0.127
C -0.289 -0.185 -0.181
C -1.208 0.903 -0.140
C 2.609 -1.081 0.675
C 1.882 -0.056 1.158
C 2.604 -1.042 -0.809
C 0.916 1.960 -0.213
C 1.294 0.561 -0.087
N 1.911 -0.066 -1.272
N -0.588 2.085 -0.157
H -2.242 -2.872 -0.176
H -4.056 -1.208 -0.101
H 0.201 -2.190 -0.251
H -3.294 1.309 -0.053
H 3.193 -1.723 1.299
H 1.728 0.229 2.294
H 3.152 -1.801 -1.553
H 1.332 2.456 0.675
H 1.091 2.542 -1.175
H -1.017 2.906 -0.280
```

Results
Gap between HOMO and LUMO   0.3022 hartree


C) Entry from the Open Molecules 2025 dataset: the molecule C11H10N2 (ωB97M-V with the def2-TZVPD basis set).

```
23
Properties=species:S:1:pos:R:3
C -1.783 -1.285 -0.010
C -1.536 0.155 -0.251
C -2.477 1.070 0.043
C -2.264 2.437 0.102
C -1.019 2.877 -0.145
C -0.173 0.737 -0.304
C 1.063 -0.177 -0.376
C 1.356 -0.609 0.888
C 2.484 -1.417 1.068
C 3.103 -1.944 -0.052
C 1.967 -0.417 -1.392
H -1.269 -1.848 -0.758
H -3.003 -1.466 -0.167
H -1.461 -1.551 1.036
H -3.542 0.637 0.139
H -3.040 3.185 0.293
H -0.705 3.951 -0.076
H 0.731 -0.395 1.846
H 2.804 -1.868 2.021
H 3.929 -2.765 0.024
H 1.994 0.084 -2.271
N -0.044 2.017 -0.400
N 2.885 -1.407 -1.257
```

Results
Gap between HOMO and LUMO   0.3692 hartree


Result of the stability comparison: C) is the most stable of them.


A) Entry from the Open Molecules 2025 dataset: a cluster of 2 separate species, CHBrN2O3 in total (ωB97M-V with the def2-TZVPD basis set).

```
8
Properties=species:S:1:pos:R:3
C 0.334 0.460 0.219
N 1.429 0.603 0.612
N -0.831 0.977 -0.429
O -0.928 2.159 -0.519
O 2.448 0.332 1.048
O -1.504 0.135 -0.927
Br -0.442 -2.236 0.714
H -0.506 -2.429 -0.719
```

Results
Gap between HOMO and LUMO   0.3422 hartree


B) Entry from the Open Molecules 2025 dataset: a cluster of 2 separate species, CHBrN2O3 in total (ωB97M-V with the def2-TZVPD basis set).

```
8
Properties=species:S:1:pos:R:3
C 1.436 -0.880 -0.586
N -1.843 0.880 0.191
N 2.171 -0.331 0.149
O 2.730 0.339 0.912
O -1.214 1.127 -0.737
O -2.203 1.520 1.132
Br -2.551 -1.053 0.165
H 1.475 -1.601 -1.226
```

Results
Gap between HOMO and LUMO   0.3251 hartree


Result of the stability comparison: B) is the most stable of them.